A 3-piece molecular cluster, C30H56F5N2O12P2S3 overall, computed with ωB97M-V/def2-TZVPD.

As for the net charge: +1. Its spin multiplicity is 1. As for the HOMO energy: -0.39604 hartree. The HOMO-LUMO gap is 7.77 eV.

```
110
Properties=species:S:1:pos:R:3:forces:R:3
C 9.0210 -2.7542 2.0457 0.2 -0.1 0.1
O 7.8967 -2.4659 1.2532 -0.2 0.0 -0.1
C 6.9985 -3.5595 1.1152 0.4 0.1 0.2
C 5.5858 -3.0667 0.9268 -0.3 0.0 -0.4
C 5.4780 -1.9290 -0.1005 0.7 -0.2 0.1
C 5.4942 -0.5340 0.5148 -0.8 -0.1 -0.5
C 4.1333 -0.1003 1.0854 0.7 -0.1 -0.3
C 4.0627 1.4200 1.2212 -0.3 -0.1 1.1
C 3.1165 1.8887 2.3385 -0.4 -0.5 -0.2
C 1.6330 1.9785 1.8846 1.1 -0.3 0.6
C 0.8488 0.7742 2.3851 -0.8 0.2 0.0
C -0.5399 0.6070 1.7337 1.2 -0.3 0.0
C -0.3664 0.1207 0.2990 -0.3 0.0 0.1
C -1.5778 0.0873 -0.6495 0.2 -0.4 0.3
C -2.9885 -0.3130 -0.1353 -0.2 1.1 -0.8
C -3.6240 0.9760 0.4912 0.0 -0.5 0.6
C -4.4584 0.9099 1.7734 -0.3 0.7 0.5
C -4.9701 2.3437 2.0116 0.4 -0.1 -0.3
C -3.7226 0.5000 3.0499 -0.3 -0.1 -0.1
C -3.9268 -0.5611 -1.4032 -0.3 0.2 0.4
P -3.5001 0.3908 -2.9352 0.5 -0.1 -0.8
S -2.2439 -0.5300 -4.0951 0.0 -0.1 0.1
N -4.0666 -2.0129 -1.7771 -0.3 -0.1 -0.7
C -4.9810 -2.2810 -2.9329 0.0 -0.4 0.0
S -6.6796 -1.6637 -2.7658 -0.5 -0.5 -0.4
O -6.8402 -0.5177 -3.5991 0.3 0.4 0.3
O -7.5345 -2.7966 -2.9221 0.1 -0.1 0.2
C -4.4719 -2.9155 -0.6315 -0.1 -0.1 0.9
C -4.3327 -2.1534 0.6961 -0.3 -0.3 -1.0
P -4.7035 -3.2417 2.1520 0.5 -0.1 1.4
O -4.9092 -4.6761 1.4743 -0.1 0.1 -0.5
O -6.1677 -2.8258 2.6169 0.0 0.2 -0.6
S -3.4723 -3.2285 3.6069 0.0 0.1 -0.3
N -3.0448 -1.5066 0.6922 0.2 -0.2 0.5
C -1.9679 -2.4251 0.6638 0.4 -0.1 0.4
O -1.5882 -2.7241 -0.7247 0.6 -0.7 -0.3
C -0.8242 -3.8401 -0.8776 0.3 -0.1 -0.3
F -0.3567 -3.8708 -2.1460 -0.5 0.0 1.4
F -1.5794 -4.9661 -0.6675 0.6 0.7 -0.2
F 0.2107 -3.8757 -0.0067 -0.8 -0.1 -0.8
H 9.3216 -3.8006 1.9744 0.0 -0.1 -0.1
H 9.8599 -2.1545 1.7057 0.0 0.2 -0.1
H 8.8360 -2.5237 3.0963 -0.1 0.0 0.1
H 7.0744 -4.1942 2.0002 -0.1 -0.1 0.1
H 7.3146 -4.1689 0.2633 0.0 0.0 -0.2
H 5.0068 -3.9163 0.5655 -0.1 -0.2 0.1
H 5.1619 -2.7627 1.8827 -0.1 0.1 0.1
H 6.3466 -2.0058 -0.7567 0.0 -0.1 -0.1
H 4.6153 -2.0814 -0.7464 -0.3 0.2 0.0
H 6.2671 -0.5015 1.2761 0.2 0.2 0.0
H 5.7292 0.1729 -0.2799 0.3 0.2 0.0
H 4.0084 -0.5724 2.0597 -0.3 -0.1 0.1
H 3.3798 -0.4787 0.3934 -0.4 0.0 0.1
H 5.0620 1.7599 1.4836 0.2 0.2 -0.2
H 3.7473 1.8837 0.2951 0.3 0.1 -0.3
H 3.1640 1.1454 3.1358 0.1 0.0 0.3
H 3.4490 2.8199 2.7880 0.0 0.2 -0.2
H 1.2228 2.8822 2.3258 -0.4 0.2 -0.3
H 1.6423 2.0398 0.7999 -0.3 0.2 -0.2
H 0.6750 0.9198 3.4512 0.1 -0.1 0.2
H 1.4086 -0.1548 2.2850 0.2 -0.1 -0.1
H -1.0366 1.5685 1.8208 -0.4 0.0 -0.1
H -1.0445 -0.1672 2.3067 -0.5 0.2 0.1
H 0.0703 -0.8756 0.3407 0.2 0.0 0.0
H 0.3880 0.7297 -0.1909 0.0 0.1 -0.2
H -1.6749 1.0935 -1.0471 -0.2 0.1 -0.1
H -1.3071 -0.5714 -1.4668 0.1 0.1 -0.2
H -4.2570 1.4553 -0.2579 0.0 0.1 -0.2
H -2.8460 1.7091 0.6706 0.2 0.0 0.1
H -5.3715 0.3121 1.6971 0.1 -0.3 -0.3
H -4.1087 3.0087 2.0635 0.1 0.1 0.1
H -5.5045 2.4216 2.9516 -0.2 0.0 0.0
H -5.5733 2.7044 1.1814 -0.3 0.0 0.0
H -4.4679 0.3429 3.8271 0.0 0.0 0.1
H -3.0855 1.3128 3.3876 0.3 0.0 0.0
H -3.1532 -0.4160 2.9723 0.1 -0.1 -0.1
H -4.9145 -0.2256 -1.0943 -0.2 -0.1 -0.1
H -3.1479 1.6719 -2.4893 -0.2 0.0 0.2
H -4.7396 0.5659 -3.5703 -0.1 0.2 0.3
H -3.1372 -2.3040 -2.1207 0.2 0.1 0.2
H -5.0817 -3.3591 -3.0144 0.0 -0.1 0.1
H -4.5604 -1.9349 -3.8743 0.1 0.4 0.0
H -6.7315 -1.2991 -1.4551 0.0 0.1 0.0
H -3.8272 -3.7862 -0.6503 0.1 -0.1 -0.1
H -5.4895 -3.2802 -0.7529 -0.1 0.1 -0.4
H -5.1349 -1.4195 0.7075 0.2 0.3 0.2
H -4.2576 -5.2958 1.8220 0.0 -0.3 0.1
H -6.8251 -2.8439 1.9089 -0.3 -0.1 0.1
H -1.1032 -2.0599 1.2046 0.1 0.1 -0.2
H -2.2226 -3.3692 1.1342 -0.3 0.0 0.1
C -4.0579 6.2013 -3.0090 -0.2 0.1 0.0
C -3.3329 5.1173 -3.7740 0.2 0.1 0.0
O -2.6104 4.4523 -2.7426 -0.3 -0.2 -0.1
C -3.2978 4.6302 -1.5802 0.1 0.3 0.0
O -3.0977 4.0195 -0.5832 0.0 -0.3 0.1
O -4.2356 5.5854 -1.7238 0.0 0.0 -0.1
F -2.4646 5.6132 -4.6781 0.0 0.0 0.1
H -3.4418 7.0940 -2.9022 0.1 0.0 -0.1
H -5.0159 6.4708 -3.4435 -0.1 -0.1 0.2
H -3.9896 4.3998 -4.2707 0.1 0.0 -0.1
C 8.6129 3.8863 -2.1970 0.0 0.1 -0.2
C 8.8363 2.5414 -1.5424 0.0 0.1 0.2
O 7.6659 2.3900 -0.7578 0.0 -0.1 -0.3
C 6.6702 3.0993 -1.3594 0.1 0.1 0.1
O 5.5209 2.9910 -1.1036 -0.1 0.1 0.0
O 7.1840 3.9360 -2.2912 0.1 -0.1 0.0
F 9.9218 2.5391 -0.7339 -0.1 0.0 0.0
H 8.9651 4.6995 -1.5615 0.0 -0.1 0.1
H 9.0676 3.9704 -3.1799 -0.2 0.0 -0.1
H 8.9113 1.7044 -2.2386 0.1 0.0 0.1
```
Forces are in eV/Å.

=====

CHFeO3 as an isolated structure, computed with ωB97M-V/def2-TZVPD.

Its energy relative to the best compared isomer or geometry (same formula, charge and spin) is 30.8 kJ/mol. As for the net charge: 0. Its spin multiplicity is 6. As for the HOMO energy (alpha / beta): -0.25955 / -0.36557 hartree. The HOMO-LUMO gap (alpha / beta) is 7.35 / 9.30 eV. As for the expectation value of S²: 8.756.

```
6
Properties=species:S:1:pos:R:3:forces:R:3
Fe 1.8712 0.2431 -0.5849 0.1 -0.3 -0.1
O 0.8422 -1.2784 -0.5811 0.4 -0.1 0.1
H 0.2384 -1.5603 0.1051 0.0 -0.3 0.1
O -1.6211 0.6962 1.3055 0.3 -0.5 -0.1
C -0.9702 0.8166 0.3588 -0.3 1.2 -0.4
O -0.3605 1.0827 -0.6033 -0.4 0.0 0.5
```
Forces are in eV/Å.

=====

A 2-piece molecular cluster, C6H13N2S2 overall, computed with ωB97M-V/def2-TZVPD.

Its energy relative to the best compared isomer or geometry (same formula, charge and spin) is 533.4 kJ/mol. As for the net charge: +1. Its spin multiplicity is 1. As for the HOMO energy (alpha / beta): -0.43972 / -0.43970 hartree. The HOMO-LUMO gap (alpha / beta) is 7.37 / 7.37 eV.

```
23
Properties=species:S:1:pos:R:3:forces:R:3
C 0.1537 -2.1730 -0.7249 0.8 2.4 -0.8
C -0.6082 -1.1392 -0.2433 -0.9 0.8 0.0
C -2.4647 -1.1673 1.3849 0.3 -1.8 -3.8
C 4.0366 -0.1434 0.3076 -0.8 4.1 0.7
C -3.1878 1.2042 -1.1197 1.9 -1.0 1.9
C 1.8102 1.7113 0.1399 0.0 -2.4 -2.9
N -1.5382 -0.4596 0.4306 0.2 -1.4 -0.5
N 0.3482 -0.9185 -1.2212 -1.2 -1.9 1.0
S -1.8424 1.2087 0.1956 -0.3 0.6 -0.9
S 2.1476 -0.0635 0.3805 2.2 0.4 0.7
H 0.8169 -3.0325 -0.8596 -1.0 -0.1 0.3
H -1.8535 -1.5204 2.1290 0.9 -0.7 2.3
H -3.2734 -0.5592 1.6380 -0.8 1.2 0.7
H -2.9004 -2.0347 0.8155 0.4 0.6 0.7
H 4.3764 0.6644 -0.4494 -0.5 -1.3 1.5
H 4.5644 -0.0697 1.3005 -0.9 0.3 -1.0
H 4.2468 -1.0431 -0.0924 0.7 -3.1 -1.4
H -3.0065 0.3421 -1.6889 0.2 -1.2 -1.0
H -3.0056 2.0420 -1.6960 0.3 1.8 -1.1
H -4.1510 1.1817 -0.7226 -1.5 0.1 0.8
H 1.2132 1.7069 -0.7995 -0.2 0.6 1.1
H 2.7040 2.1927 -0.1138 1.4 0.7 -0.1
H 1.4138 2.0702 1.0092 -1.4 1.3 1.9
```
Forces are in eV/Å.

=====

no.,calculated total energy (Ha)
1,-4565.4925
2,-1528.0742
3,-1141.8796